{
  "formula": "H33NO15",
  "method": "wB97M-V/def2-TZVPD",
  "e_homo_ev": -9.619,
  "e_above_lowest_kj_mol": 85.7,
  "max_force_ev_per_a": 2.62,
  "charge": 0,
  "species": ["N", "H", "H", "H", "H", "H", "O", "H", "H", "O", "H", "H", "O", "H", "H", "O", "H", "H", "O", "H", "H", "O", "H", "H", "O", "H", "H", "O", "H", "H", "O", "H", "H", "O", "H", "H", "O", "H", "H", "O", "H", "H", "O", "H", "H", "O", "H", "H", "O"],
  "positions_angstrom": [[-2.5482, -0.5070, 1.2465], [-2.2778, -1.3341, 1.7821], [-1.7868, 0.1415, 1.1396], [-3.2576, -0.1568, 1.8714], [-3.6035, -3.1397, -0.2704], [-3.9400, -2.5853, 1.0885], [-3.7297, -3.4119, 0.6436], [2.1394, -0.7728, -1.4886], [2.1560, 0.0009, -0.1724], [1.7485, -0.7685, -0.6035], [-0.4337, -3.1544, 2.5076], [-1.6560, -4.0737, 1.9163], [-1.3725, -3.3002, 2.3997], [1.2989, 2.5183, -0.3029], [2.3569, 1.9545, 0.4615], [1.9637, 1.8192, -0.4199], [0.9358, 4.2974, 1.0055], [-0.5184, 4.1892, 1.2925], [0.2144, 3.6552, 0.9684], [0.4595, 2.3018, 4.3665], [0.9849, 3.2112, 3.1788], [1.0398, 3.0183, 4.1142], [1.4585, -2.2877, -4.1059], [1.9289, -0.7954, -3.9403], [1.7079, -1.6120, -3.4765], [0.3290, -1.2668, -1.2774], [-0.6977, -2.2775, -1.9041], [-0.4966, -1.3463, -1.7918], [2.2630, -3.5201, 1.4683], [1.5335, -2.7324, 0.3840], [1.3911, -3.3842, 1.0834], [-0.8263, 3.6652, -2.2940], [-1.0645, 3.0333, -3.6984], [-0.3934, 3.2656, -3.0520], [2.3622, -1.3604, 2.4831], [0.9504, -1.5840, 2.0014], [1.4552, -1.1103, 2.6754], [2.0245, 0.9295, 2.2213], [2.5400, 1.6493, 3.5316], [2.6436, 1.5729, 2.5805], [-1.6475, 1.0508, -0.8517], [-0.3114, 1.3155, -0.2133], [-1.1756, 1.7291, -0.3409], [0.2350, -0.2322, -3.4209], [0.6831, 1.4559, -3.5171], [0.2407, 0.6532, -3.7881], [-2.1883, 0.1218, -1.8391], [-2.3812, -0.3824, -3.2654], [-2.7378, -0.4537, -2.3773]]
}